No. 1
The following is a quantum chemistry calculation of 2 unconnected molecules or ions with the total composition C3H12N3S at a distorted geometry, from the OMol25 dataset.

The geometry in XYZ format:
```
19
Properties=species:S:1:pos:R:3:forces:R:3
C 0.970227 1.177288 -0.942245 -2.7 -3.5 0.6
C -0.133141 -0.814975 0.349135 -2.4 -2.1 3.3
C 0.659609 0.470310 0.407967 0.5 0.8 -1.6
N 1.915753 0.075257 0.905730 1.9 -0.5 0.8
N -2.334537 -0.600610 -0.184298 -1.2 -0.1 0.2
N -0.061329 -1.876690 -0.394462 2.6 1.3 -0.9
S -0.303097 1.726654 1.429387 0.0 -0.3 -0.1
H 1.339124 0.572706 -1.722670 1.5 -1.0 -0.4
H 1.521306 1.966677 -0.684372 2.3 3.1 0.4
H 0.057843 1.421636 -1.365798 -2.0 1.4 -0.6
H -0.759840 -1.056991 1.281027 1.5 0.8 -1.3
H 1.981967 -0.657325 1.607437 -0.2 0.6 0.1
H 2.649676 0.809082 1.027379 -1.2 -0.9 -0.2
H -2.022693 -0.544265 -1.130298 -0.1 0.4 -0.8
H -3.196749 -1.151612 -0.213596 0.3 -0.1 0.2
H 0.596313 -1.884267 -1.161735 0.0 -0.1 -0.3
H -0.468273 -2.758103 -0.159083 -0.5 -0.2 0.3
H -2.607617 0.302596 0.149886 -0.2 0.8 -0.1
H 0.195458 2.822631 0.800610 -0.2 -0.5 0.2
```
Forces are in eV/Å.

Values from the calculation:
**LUMO level**: -4.287 eV
**Net charge**: +1
**HOMO**: -12.96 eV
**ΔE to the lowest compared entry with this formula, charge and spin**: 72.9 kcal per mole
**Max |F|**: 4.61 eV/A
**Orbital gap**: 8.7 eV
**DFT total energy**: -683.6505 a.u.

---

No. 2
The following is a quantum chemistry calculation of 2 unconnected molecules or ions with the total composition C3H12N4 at a distorted geometry, from the OMol25 dataset.

The geometry in XYZ format:
```
19
Properties=species:S:1:pos:R:3:forces:R:3
C -0.787803 -1.820615 0.690676 -0.2 0.1 -0.1
C -0.591046 -0.362639 0.286338 1.5 0.2 1.6
N -1.663313 0.552180 0.594766 -0.1 0.2 -0.2
N -0.080074 -0.255245 -1.020172 1.5 0.5 -0.5
N -0.785727 0.653895 -1.843012 -0.1 0.2 -0.1
H 0.107570 -2.398865 0.467700 0.0 0.0 0.0
H -1.005904 -1.902716 1.756349 0.0 0.0 0.0
H -1.617552 -2.255309 0.130669 -0.1 0.0 0.0
H 0.391582 0.023278 0.979177 -1.8 -0.8 -0.8
H -1.991575 0.416443 1.542142 0.0 0.0 -0.1
H -2.440338 0.425067 -0.046924 0.0 0.0 0.1
H 1.000722 0.109600 -0.895176 -1.7 -0.7 -0.4
H -0.357861 0.636287 -2.760821 -0.1 0.0 0.1
H -0.782001 1.605162 -1.473187 0.1 -0.1 0.0
C 2.242618 0.719992 -0.061347 0.3 0.6 1.8
N 1.717237 0.681368 1.152436 1.3 0.2 -0.9
H 2.339636 1.647156 -0.630904 -0.2 -0.1 0.0
H 2.954461 -0.064297 -0.306567 -0.3 -0.2 -0.2
H 1.349368 1.589257 1.437857 -0.2 -0.1 -0.3
```
Forces are in eV/Å.

Values from the calculation:
**LUMO level**: 0.798 eV
**Net charge**: 0
**HOMO**: -8.26 eV
**ΔE to the lowest compared entry with this formula, charge and spin**: 84.8 kcal per mole
**Max |F|**: 2.18 eV/A
**Orbital gap**: 9.1 eV
**DFT total energy**: -340.3952 a.u.

---

Question: Which formula does entry 1 have?
Answer: C3H12N3S

---

Question: Look up the ΔE to the lowest compared entry with this formula, charge and spin of the second one.
Answer: 84.8 kcal per mole